{"formula": "H4IO2", "method": "wB97M-V/def2-TZVPD", "total_charge": -1, "total_energy_ha": -450.67596, "homo_energy_ha": -0.14262, "lumo_ev": 3.7, "elements": ["I", "O", "H", "H", "O", "H", "H"], "positions_angstrom": [[1.068, -0.906, 0.767], [-0.982, -2.504, -1.784], [-0.750, -2.074, -2.612], [-0.553, -1.930, -1.106], [0.255, 2.602, 1.235], [0.592, 1.706, 1.453], [0.369, 3.107, 2.048]]}

=====

{"formula": "C24H22N6O2Os", "method": "wB97M-V/def2-TZVPD", "total_charge": 2, "total_energy_ha": -1496.92239, "homo_energy_ha": [-0.50448, -0.52049], "lumo_ev": [-6.5, -8.8], "spin_multiplicity": 5, "elements": ["Os", "O", "C", "C", "C", "C", "C", "C", "C", "N", "N", "C", "O", "C", "C", "C", "C", "C", "C", "H", "H", "H", "H", "H", "H", "H", "H", "H", "H", "N", "C", "C", "C", "C", "C", "N", "C", "C", "C", "C", "C", "N", "H", "H", "H", "H", "H", "H", "H", "H", "H", "N", "H", "H", "H"], "positions_angstrom": [[0.101, -0.477, -0.434], [1.916, -1.184, -0.352], [3.072, -0.555, -0.421], [4.236, -1.324, -0.351], [5.469, -0.719, -0.412], [5.606, 0.681, -0.547], [4.490, 1.451, -0.622], [3.182, 0.870, -0.565], [2.104, 1.748, -0.664], [0.814, 1.396, -0.632], [-0.056, 2.399, -0.755], [-1.315, 1.928, -0.717], [-1.517, 0.651, -0.574], [-2.429, 2.835, -0.834], [-3.737, 2.331, -0.785], [-4.804, 3.196, -0.899], [-4.576, 4.560, -1.061], [-3.281, 5.066, -1.110], [-2.204, 4.210, -0.996], [4.137, -2.395, -0.243], [6.358, -1.334, -0.353], [6.588, 1.128, -0.592], [4.569, 2.525, -0.729], [2.287, 2.812, -0.780], [-3.899, 1.270, -0.658], [-5.816, 2.817, -0.863], [-5.417, 5.235, -1.151], [-3.117, 6.127, -1.236], [-1.193, 4.588, -1.034], [-0.703, -2.823, 2.012], [-0.231, -1.675, 2.641], [-0.095, -1.724, 4.034], [0.338, -0.603, 4.697], [0.628, 0.553, 3.969], [0.475, 0.509, 2.609], [0.055, -0.587, 1.942], [-1.057, -3.159, 0.727], [-1.665, -4.419, 0.577], [-2.088, -4.841, -0.651], [-1.913, -4.000, -1.757], [-1.304, -2.802, -1.555], [-0.856, -2.363, -0.337], [-0.905, -3.562, 2.667], [-0.334, -2.631, 4.573], [0.446, -0.618, 5.773], [0.964, 1.459, 4.452], [0.685, 1.379, 2.000], [-1.802, -5.041, 1.452], [-2.560, -5.808, -0.759], [-2.243, -4.282, -2.746], [-1.136, -2.111, -2.367], [0.773, -0.663, -3.150], [1.521, -1.348, -3.091], [1.213, 0.226, -3.368], [0.228, -0.902, -3.974]]}

=====

{"formula": "C26H29IN5O3SbV", "method": "wB97M-V/def2-TZVPD", "total_charge": 1, "total_energy_ha": -2989.53793, "homo_energy_ha": [-0.40777, -0.41172], "lumo_ev": [-4.0, -3.5], "spin_multiplicity": 3, "elements": ["V", "C", "C", "C", "C", "C", "C", "N", "Sb", "C", "C", "C", "C", "C", "C", "N", "C", "C", "C", "C", "C", "C", "N", "H", "H", "H", "H", "H", "H", "H", "H", "H", "H", "H", "H", "H", "H", "H", "H", "H", "H", "C", "C", "C", "C", "C", "C", "O", "N", "C", "O", "N", "C", "O", "H", "H", "H", "H", "H", "H", "H", "H", "H", "H", "H", "I"], "positions_angstrom": [[0.941, -0.386, 0.095], [0.679, -0.728, 3.580], [2.007, -1.119, 3.050], [3.044, -1.197, 3.922], [4.278, -1.661, 3.496], [4.387, -2.133, 2.169], [3.334, -1.930, 1.322], [2.157, -1.463, 1.723], [3.538, -2.442, -0.792], [1.569, -2.942, -1.153], [1.396, -4.250, -1.531], [0.132, -4.686, -1.844], [-0.856, -3.749, -1.967], [-0.612, -2.418, -1.700], [-1.690, -1.433, -2.007], [0.586, -2.035, -1.190], [3.401, -0.568, -1.740], [4.390, -0.236, -2.616], [4.198, 0.901, -3.430], [3.021, 1.587, -3.365], [2.060, 1.225, -2.439], [0.781, 1.918, -2.376], [2.279, 0.144, -1.622], [0.813, -0.249, 4.522], [0.163, -0.056, 2.864], [0.084, -1.619, 3.606], [2.932, -0.952, 4.951], [5.147, -1.651, 4.142], [5.269, -2.676, 1.858], [2.203, -4.965, -1.385], [-0.153, -5.726, -2.081], [-1.876, -4.012, -2.128], [-2.150, -1.754, -2.971], [-2.480, -1.558, -1.278], [-1.309, -0.420, -1.978], [5.310, -0.816, -2.679], [4.980, 1.222, -4.122], [2.865, 2.422, -4.028], [0.613, 2.535, -3.277], [-0.026, 1.195, -2.220], [0.740, 2.533, -1.482], [-2.101, 3.265, 2.767], [-2.966, 3.363, 1.538], [-3.083, 2.112, 0.615], [-4.073, 2.440, -0.481], [-4.223, 1.310, -1.507], [-3.545, 0.976, 1.420], [-4.567, 0.996, 2.012], [-2.654, -0.093, 1.492], [-1.479, -0.192, 0.820], [-0.742, -1.201, 0.991], [-0.999, 0.759, 0.069], [-1.691, 1.962, -0.029], [-1.262, 2.916, -0.628], [-2.172, 4.200, 3.325], [-1.048, 3.109, 2.565], [-2.490, 2.480, 3.419], [-2.645, 4.243, 0.931], [-3.997, 3.504, 1.835], [-3.722, 3.362, -0.929], [-5.022, 2.675, 0.028], [-3.247, 1.053, -1.968], [-4.852, 1.602, -2.369], [-4.559, 0.344, -1.113], [-2.935, -0.872, 2.055], [1.929, 1.833, 1.246]]}

=====

{"formula": "C25H31N4S", "method": "wB97M-V/def2-TZVPD", "total_charge": 1, "total_energy_ha": -1588.17703, "homo_energy_ha": -0.35121, "lumo_ev": -3.4, "elements": ["C", "C", "N", "C", "N", "C", "C", "C", "S", "H", "H", "H", "H", "H", "H", "H", "H", "H", "H", "C", "N", "C", "C", "C", "C", "C", "C", "C", "C", "C", "C", "C", "C", "N", "C", "C", "C", "C", "C", "C", "H", "H", "H", "H", "H", "H", "H", "H", "H", "H", "H", "H", "H", "H", "H", "H", "H", "H", "H", "H", "H"], "positions_angstrom": [[-1.245, -3.632, 1.436], [-1.041, -2.145, 1.483], [0.288, -1.757, 1.018], [1.288, -2.514, 1.404], [1.157, -3.763, 1.915], [-0.141, -4.372, 2.158], [2.359, -4.539, 2.167], [3.535, -3.722, 1.640], [2.978, -2.068, 1.226], [-2.197, -3.858, 1.913], [-1.294, -3.935, 0.384], [-1.766, -1.602, 0.885], [-1.180, -1.796, 2.526], [-0.353, -4.393, 3.240], [-0.094, -5.414, 1.820], [2.490, -4.760, 3.243], [2.293, -5.508, 1.631], [4.323, -3.594, 2.397], [3.954, -4.175, 0.732], [-4.525, 5.090, 1.406], [-3.999, 3.850, 1.924], [-4.615, 3.217, 3.073], [-3.773, 1.929, 3.274], [-2.755, 1.958, 2.176], [-2.944, 3.151, 1.436], [-2.081, 3.489, 0.377], [-1.047, 2.630, 0.070], [-0.899, 1.356, 0.708], [0.094, 0.410, 0.281], [0.565, 0.298, -1.060], [1.674, -0.553, -1.332], [2.393, -0.427, -2.501], [2.009, 0.531, -3.474], [2.938, 0.576, -4.468], [2.923, 1.430, -5.630], [4.006, -0.391, -4.292], [3.665, -1.072, -2.943], [0.818, 1.261, -3.315], [0.046, 1.052, -2.178], [-1.755, 1.077, 1.825], [-4.091, 5.301, 0.425], [-5.616, 5.016, 1.318], [-4.308, 5.929, 2.083], [-4.573, 3.880, 3.948], [-5.673, 3.003, 2.872], [-3.304, 1.961, 4.262], [-4.429, 1.057, 3.228], [-2.238, 4.418, -0.156], [-0.327, 2.947, -0.693], [0.700, -0.065, 1.068], [1.988, -1.272, -0.568], [2.149, 2.192, -5.527], [3.902, 1.914, -5.745], [2.738, 0.843, -6.541], [4.015, -1.109, -5.123], [4.986, 0.104, -4.276], [4.477, -0.909, -2.225], [3.559, -2.151, -3.093], [0.532, 1.969, -4.091], [-0.943, 1.502, -2.125], [-1.635, 0.152, 2.383]]}

=====

{"formula": "C12H10AuBrN2O", "method": "wB97M-V/def2-TZVPD", "total_charge": 0, "total_energy_ha": -3357.71280, "homo_energy_ha": -0.31410, "lumo_ev": -0.3, "elements": ["Au", "N", "C", "C", "C", "C", "C", "C", "C", "H", "H", "H", "H", "O", "H", "H", "Br", "C", "C", "C", "C", "C", "N", "H", "H", "H", "H"], "positions_angstrom": [[0.056, 0.178, -0.428], [-0.316, -6.846, 1.872], [-0.331, -5.770, 1.473], [-0.302, -4.437, 1.021], [-0.458, -3.398, 1.935], [-0.361, -2.089, 1.509], [-0.112, -1.739, 0.175], [0.018, -2.814, -0.713], [-0.075, -4.133, -0.320], [-0.645, -3.630, 2.975], [-0.486, -1.314, 2.254], [0.205, -2.613, -1.758], [0.035, -4.931, -1.040], [0.547, 1.177, 2.202], [-0.103, 1.004, 2.890], [1.247, 0.527, 2.306], [2.545, 2.398, 0.207], [1.068, 3.071, -0.743], [0.995, 4.431, -1.007], [-0.061, 4.888, -1.778], [-1.002, 3.977, -2.240], [-0.856, 2.647, -1.894], [0.159, 2.198, -1.158], [1.755, 5.097, -0.632], [-0.139, 5.935, -2.028], [-1.824, 4.297, -2.862], [-1.559, 1.892, -2.216]]}

=====

{"formula": "C28H28AuBrN4OS", "method": "wB97M-V/def2-TZVPD", "total_charge": 2, "total_energy_ha": -4485.42715, "homo_energy_ha": -0.53480, "lumo_ev": -7.8, "elements": ["Au", "C", "C", "C", "C", "N", "C", "C", "C", "C", "C", "C", "C", "H", "H", "H", "H", "H", "H", "H", "H", "C", "C", "C", "C", "C", "Br", "N", "C", "H", "H", "H", "H", "H", "H", "C", "C", "C", "N", "C", "S", "N", "C", "O", "C", "C", "C", "C", "C", "C", "H", "H", "H", "H", "H", "H", "H", "H", "H", "H", "H", "H", "H", "H"], "positions_angstrom": [[1.968, 0.890, 0.672], [1.872, -3.859, 0.268], [0.750, -4.132, 1.032], [0.057, -3.092, 1.629], [0.505, -1.794, 1.441], [1.593, -1.532, 0.696], [2.260, -2.540, 0.127], [-0.149, -0.603, 2.031], [-1.265, -0.673, 2.871], [-1.823, 0.458, 3.442], [-1.284, 1.711, 3.202], [-0.175, 1.847, 2.368], [0.327, 0.688, 1.831], [2.435, -4.647, -0.211], [0.412, -5.151, 1.161], [-0.821, -3.299, 2.222], [3.129, -2.269, -0.462], [-1.694, -1.641, 3.088], [-2.684, 0.357, 4.089], [-1.717, 2.596, 3.650], [0.257, 2.816, 2.157], [4.854, -1.524, 4.778], [4.492, -0.231, 4.108], [4.926, 1.005, 4.576], [4.572, 2.174, 3.922], [3.776, 2.084, 2.800], [3.302, 3.648, 1.858], [3.344, 0.904, 2.329], [3.695, -0.220, 2.975], [5.521, -1.351, 5.619], [5.357, -2.197, 4.084], [3.965, -2.031, 5.155], [5.552, 1.057, 5.459], [4.912, 3.139, 4.269], [3.318, -1.141, 2.550], [-4.080, 2.659, -2.770], [-2.763, 3.226, -3.288], [-1.595, 3.016, -2.337], [-1.355, 1.568, -2.184], [-0.281, 0.987, -1.719], [1.026, 2.007, -1.124], [-0.160, -0.352, -1.683], [-1.083, -1.400, -2.038], [-1.066, -2.376, -1.339], [-1.932, -1.231, -3.234], [-3.199, -1.817, -3.215], [-4.014, -1.717, -4.330], [-3.556, -1.062, -5.465], [-2.283, -0.502, -5.497], [-1.469, -0.578, -4.379], [-4.902, 2.928, -3.432], [-4.312, 3.046, -1.776], [-4.080, 1.566, -2.712], [-2.855, 4.300, -3.449], [-2.512, 2.793, -4.260], [-1.809, 3.426, -1.347], [-0.688, 3.483, -2.715], [-2.072, 0.965, -2.573], [0.608, -0.697, -1.119], [-3.527, -2.344, -2.329], [-5.000, -2.161, -4.320], [-4.189, -0.998, -6.340], [-1.924, -0.022, -6.397], [-0.469, -0.163, -4.409]]}